#one
C20H21N3O3 | ωB97M-V/def2-TZVPD

Geometry as XYZ:
```
47
Properties=species:S:1:pos:R:3:nbo_charge:R:1
C -8.0480 -0.4488 0.1146 -0.267
H -7.9538 0.6336 0.0998 0.203
O -6.9224 -0.8101 -0.8596 -0.469
C -5.7360 -0.6522 -0.5550 0.234
C -5.3449 -0.0859 0.4407 -0.242
C -4.0796 0.2327 0.8547 -0.166
C -3.1588 -0.2786 0.0725 -0.107
C -3.5182 -0.8442 -1.3409 -0.102
C -4.8877 -1.0699 -1.5262 -0.205
H -5.1370 -1.6898 -2.3035 0.220
H -2.8226 -1.0343 -1.9002 0.176
C -1.7645 0.1877 0.0220 0.296
C -0.9520 0.5536 1.0147 -0.267
C 0.4043 0.7179 0.7891 0.101
N 0.4727 -0.0386 -0.5101 -0.205
O -0.8407 -0.3932 -0.6530 -0.274
C 1.6040 1.0285 1.5063 -0.416
H 2.4164 0.5512 1.2860 0.211
C 1.9025 2.7670 1.0045 -0.260
H 0.8971 3.2969 1.4820 0.178
H 2.6171 3.0261 1.5288 0.185
C 1.9289 2.9526 -0.2743 -0.529
C 3.3251 2.2729 -0.8046 0.715
O 4.3588 2.7315 -0.5913 -0.579
N 3.1321 1.0912 -1.6044 -0.680
H 2.2905 0.5368 -1.3260 0.401
C 4.2421 -0.1230 -1.7385 -0.272
C 4.4989 -0.9214 -0.8112 0.126
N 5.6491 -1.4596 -0.4742 -0.400
C 6.0378 -2.4604 0.3049 -0.019
C 5.0439 -3.0271 0.8657 -0.214
C 3.6756 -2.8157 0.5834 -0.196
C 3.4413 -1.7107 -0.1351 -0.231
H 2.3641 -1.5923 -0.3631 0.223
H 2.8802 -3.3901 1.2176 0.230
H 5.3462 -3.7383 1.6209 0.196
H 7.0823 -2.6441 0.1771 0.217
H 5.1348 0.6942 -1.5007 0.263
H 4.0309 -0.3026 -2.7217 0.248
H 1.0855 2.6151 -0.9141 0.230
H 2.2487 3.8470 -0.4642 0.237
H 1.2629 1.2031 2.7705 0.227
H -1.4625 1.1675 2.0320 0.167
H -3.7646 0.7323 1.7030 0.224
H -6.1875 0.5329 1.2363 0.183
H -8.8768 -0.8507 -0.4282 0.207
H -7.9163 -0.9908 1.0729 0.202
```

As for the LUMO energy: 0.3 eV. Its spin multiplicity is 1. Its total charge is 0. The HOMO-LUMO gap is 8.66 eV.

#two
C20H21N3O3 | ωB97M-V/def2-TZVPD

Geometry as XYZ:
```
47
Properties=species:S:1:pos:R:3:nbo_charge:R:1
C 3.7491 2.2936 -0.1312 -0.643
C 2.4239 1.6008 -0.0205 0.201
N 1.9321 1.5933 1.1630 -0.214
N 0.7537 1.0297 1.4776 -0.451
C 0.2967 1.0381 2.7645 0.672
O 0.8808 1.5271 3.6982 -0.576
C -1.0548 0.3358 2.9050 -0.313
N -1.5260 0.5043 4.2493 -0.596
C -2.3914 -0.3785 4.8545 0.152
C -2.4867 -0.4066 6.2490 -0.239
C -3.3867 -1.2390 6.8770 -0.187
C -4.2229 -2.0791 6.1475 -0.067
C -4.1292 -2.0484 4.7650 -0.205
C -3.2339 -1.2136 4.1209 -0.237
H -3.2005 -1.2080 3.0417 0.196
H -4.7695 -2.6875 4.1724 0.204
C -5.1944 -2.9808 6.8494 -0.619
H -5.9139 -2.3947 7.4211 0.214
H -4.6731 -3.6371 7.5457 0.213
H -5.7392 -3.5948 6.1363 0.211
H -3.4417 -1.2448 7.9566 0.207
H -1.8418 0.2363 6.8311 0.207
H -0.8312 0.9331 4.8504 0.411
H -1.7650 0.7723 2.1875 0.201
H -0.9184 -0.7276 2.6490 0.204
H 0.1773 0.5803 0.7660 0.366
C 1.8226 1.0148 -1.2012 -0.263
C 2.3684 1.0429 -2.4297 -0.122
C 1.8162 0.4711 -3.6403 -0.101
C 0.5972 -0.2089 -3.6808 -0.182
C 0.0846 -0.7504 -4.8523 -0.275
C 0.8291 -0.5942 -5.9974 0.309
C 2.0518 0.0828 -5.9784 0.220
C 2.5616 0.6183 -4.8271 -0.222
H 3.5060 1.1371 -4.8307 0.226
O 2.5804 0.0939 -7.2413 -0.474
C 1.6558 -0.5940 -8.0554 0.235
O 0.5645 -1.0209 -7.2670 -0.486
H 1.2943 0.0758 -8.8519 0.160
H 2.1445 -1.4694 -8.5119 0.161
H -0.8572 -1.2726 -4.8688 0.230
H 0.0201 -0.3268 -2.7781 0.208
H 3.3204 1.5365 -2.5647 0.206
H 0.8692 0.5199 -1.0691 0.181
H 3.6838 3.1341 -0.8194 0.216
H 4.5111 1.6056 -0.4919 0.216
H 4.0326 2.6579 0.8510 0.246
```

As for the LUMO energy: -0.2 eV. Its spin multiplicity is 1. Its total charge is 0. The HOMO-LUMO gap is 7.27 eV.

Short version: #two is the most stable of them.

#one
C3H6F2 | ωB97M-V/def2-TZVPD

Geometry as XYZ:
```
11
Properties=species:S:1:pos:R:3:nbo_charge:R:1
C 0.6393 1.5066 -1.2526 -0.614
C -0.2345 0.9629 -0.1723 -0.477
C 0.1122 -0.4363 0.3427 0.580
H 0.2657 2.4073 -1.7814 0.224
H 1.6267 1.7474 -0.9276 0.207
H 0.7499 0.7625 -2.0770 0.216
H -0.3277 1.5712 0.6944 0.231
H -1.2745 0.9698 -0.5846 0.218
H 1.1986 -0.4965 0.5030 0.116
F -0.3836 -0.5773 1.6152 -0.351
F -0.2098 -1.5517 -0.4301 -0.349
```

As for the LUMO energy: 1.1 eV. Its spin multiplicity is 1. Its total charge is 0. The HOMO-LUMO gap is 12.80 eV.

#two
C3H6F2 | ωB97M-V/def2-TZVPD

Geometry as XYZ:
```
11
Properties=species:S:1:pos:R:3:nbo_charge:R:1
C -1.1320 -0.5126 0.3340 0.083
C -0.1295 0.4078 -0.1938 -0.521
C 1.3213 0.1378 0.0781 0.087
H -0.6082 -1.3047 0.2059 0.158
H -1.4299 -0.3246 1.5165 0.148
H -0.2434 0.2891 -1.2393 0.222
H -0.4384 1.4648 -0.1157 0.222
H 1.7116 0.6551 1.0854 0.196
H 1.7645 0.8188 -1.0852 0.136
F -2.4185 -0.4994 -0.3449 -0.379
F 1.6026 -1.1321 -0.2411 -0.351
```

As for the LUMO energy: 0.9 eV. Its spin multiplicity is 1. Its total charge is 0. The HOMO-LUMO gap is 11.75 eV.

Short version: #one is the most stable of them.

#one
C3H4BrNO2 | ωB97M-V/def2-TZVPD

Geometry as XYZ:
```
11
Properties=species:S:1:pos:R:3:nbo_charge:R:1
C -0.1167 0.6965 -0.4208 -0.254
C 0.4221 -0.5225 -0.4078 -0.339
C 0.7194 -1.2939 0.7759 -0.052
N 1.3069 -0.6583 1.9513 0.459
O 1.1792 0.5389 2.0634 -0.382
O 1.8912 -1.3818 2.7231 -0.364
Br 1.2064 -3.0795 0.6176 0.183
H -0.2382 1.2315 -1.3458 0.205
H -0.4470 1.1848 0.4793 0.219
H 0.6739 -1.0148 -1.3376 0.235
H -1.0394 -1.2349 1.8755 0.090
```

As for the LUMO energy (spin up / spin down): -2.0 / -1.3 eV. Its spin multiplicity is 1. Its total charge is 0. The HOMO-LUMO gap (spin up / spin down) is 8.25 / 7.97 eV.

#two
C3H4BrNO2 | ωB97M-V/def2-TZVPD

Geometry as XYZ:
```
11
Properties=species:S:1:pos:R:3:nbo_charge:R:1
C 1.1529 -1.1631 -0.6502 -0.369
C -0.0616 -0.7966 0.2772 -0.133
C -0.0668 -1.4944 1.4736 -0.103
N -1.1118 -1.9837 2.3255 0.490
O -0.9569 -2.3963 3.4604 -0.339
O -2.1782 -1.9276 1.7028 -0.373
Br 1.2704 -3.2493 -1.1033 -0.093
H 2.0688 -1.0044 0.0709 0.237
H 1.3112 -0.9186 -1.6181 0.226
H -0.8803 -0.0761 -0.0359 0.244
H 0.9655 -1.8329 1.6252 0.213
```

As for the LUMO energy: -1.5 eV. Its spin multiplicity is 1. Its total charge is 0. The HOMO-LUMO gap is 8.89 eV.

Short version: #two is the most stable of them.